[1]
The molecule C7H12O, computed with ωB97M-V/def2-TZVPD.

Geometry (Å):
1 C 0.123 0.347 0.519
2 C -0.341 0.528 -0.869
3 C -0.041 -1.087 1.625
4 C 0.349 1.671 -0.081
5 C -1.827 0.621 -1.131
6 C 0.455 -0.125 -1.980
7 C 1.311 -1.366 2.188
8 O -0.650 0.139 1.643
9 H -0.769 -1.897 1.632
10 H -0.280 2.493 0.245
11 H 1.348 1.968 -0.380
12 H -2.249 -0.380 -1.236
13 H 1.513 -0.176 -1.726
14 H 0.099 -1.143 -2.152
15 H -2.024 1.165 -2.056
16 H -2.344 1.116 -0.311
17 H 0.351 0.435 -2.912
18 H 1.918 -1.974 1.515
19 H 1.838 -0.421 2.336
20 H 1.221 -1.916 3.132

Values from the calculation:
SMILES   C[C@H]1O[C@@]12CC2(C)C
DFT total energy   -349.00591 Ha
Relative energy (zero: lowest compared OMol25 entry of this formula, charge and spin)   3.884 eV
HOMO   -8.05 eV
2S+1   1


[2]
A cluster of 2 separate species, C7H12O in total, computed with ωB97M-V/def2-TZVPD.

Geometry (Å):
1 C -0.315 2.271 -1.431
2 C -0.743 0.877 -1.047
3 C -0.864 -0.077 -1.976
4 C -1.358 -0.195 1.139
5 C -0.641 0.668 0.418
6 C 0.447 1.468 1.116
7 C 0.288 2.285 2.136
8 H 0.724 2.608 -1.236
9 H -0.916 3.020 -0.920
10 H -0.213 2.465 -2.505
11 H -1.269 -1.074 -1.844
12 H -0.625 0.161 -3.009
13 H -1.248 -0.553 2.159
14 H -2.006 -0.807 0.467
15 H 1.367 1.074 0.667
16 H 1.091 2.652 2.755
17 H -0.702 2.533 2.508
18 H 1.783 -6.980 0.143
19 H 2.624 -5.812 -0.062
20 O 2.575 -6.584 0.522

Values from the calculation:
SMILES   C=CC(=C)C(=C)C.O
DFT total energy   -349.05761 Ha
Relative energy (zero: lowest compared OMol25 entry of this formula, charge and spin)   2.477 eV
HOMO   -8.88 eV
2S+1   1


[3]
A cluster of 2 separate species, C7H12O in total, computed with ωB97M-V/def2-TZVPD.

Geometry (Å):
1 C -0.542 -0.978 1.164
2 C -1.774 -0.976 0.648
3 C 0.539 -1.780 0.467
4 C 0.880 -0.903 -0.684
5 C 1.529 0.312 -0.504
6 C 1.708 1.303 -1.507
7 C 0.742 1.549 -2.431
8 H -0.230 -0.419 2.032
9 H -2.639 -0.372 0.897
10 H -2.023 -1.582 -0.220
11 H 1.406 -2.012 1.093
12 H 0.208 -2.772 0.177
13 H 0.583 -1.257 -1.670
14 H 1.992 0.504 0.463
15 H 2.599 1.899 -1.428
16 H -0.109 0.891 -2.513
17 H 0.790 2.422 -3.061
18 H -1.877 0.629 2.555
19 H -1.789 1.962 1.832
20 O -1.995 1.580 2.692

Values from the calculation:
DFT total energy   -348.76272 Ha
Relative energy (zero: lowest compared OMol25 entry of this formula, charge and spin)   0.800 eV
HOMO (alpha / beta)   -14.27 / -14.45 eV
Charge   +1
2S+1   2


[4]
The molecule C7H12O2, computed with ωB97M-V/def2-TZVPD.

Geometry (Å):
1 C -0.821 0.807 0.660
2 C 0.902 0.616 -1.217
3 C -1.132 2.230 0.335
4 C 1.438 -0.605 1.079
5 C 0.118 0.055 -0.056
6 C -0.742 -1.153 -0.317
7 C -0.854 -1.766 -1.504
8 O 0.992 -0.812 2.331
9 O 2.106 -1.626 0.593
10 H 0.522 -0.013 2.622
11 H 2.087 -2.399 1.196
12 H -1.378 0.363 1.475
13 H -1.132 -1.649 0.564
14 H 0.243 0.918 -2.029
15 H 1.433 1.509 -0.899
16 H 1.582 -0.146 -1.591
17 H -1.701 2.687 1.140
18 H -0.223 2.824 0.196
19 H -1.718 2.290 -0.592
20 H -0.421 -1.387 -2.416
21 H -1.302 -2.743 -1.569

Values from the calculation:
DFT total energy   -424.22713 Ha
Relative energy (zero: lowest compared OMol25 entry of this formula, charge and spin)   4.595 eV
HOMO (alpha / beta)   -6.37 / -6.37 eV
2S+1   1


[5]
A cluster of 2 separate species, C7H12O2 in total, computed with ωB97M-V/def2-TZVPD.

Geometry (Å):
1 C -2.334 1.070 0.504
2 C -1.708 -0.692 -1.191
3 C -1.418 -0.072 0.157
4 O -0.771 -0.718 1.011
5 H -1.574 0.061 -1.965
6 H -1.915 1.959 0.028
7 H -3.337 0.928 0.108
8 H -2.369 1.242 1.577
9 H -1.067 -1.551 -1.372
10 H -2.736 -1.050 -1.229
11 C 2.041 -0.748 -0.915
12 C 1.608 -0.170 0.395
13 C 0.855 1.121 0.348
14 C 2.197 -0.532 1.559
15 O 0.627 1.788 -0.649
16 H 0.721 1.555 1.359
17 H 2.242 -0.015 -1.693
18 H 2.951 -1.340 -0.855
19 H 1.237 -1.373 -1.306
20 H 2.777 -1.438 1.642
21 H 1.971 -0.025 2.485

Values from the calculation:
SMILES   C=C(C)C=O.CC(C)=O
DFT total energy   -424.34217 Ha
Relative energy (zero: lowest compared OMol25 entry of this formula, charge and spin)   1.465 eV
HOMO   -9.53 eV
2S+1   1


[6]
The molecule C7H12O2S, computed with ωB97M-V/def2-TZVPD.

Geometry (Å):
1 C -0.635 0.422 0.568
2 C -0.041 -1.632 -0.652
3 C -0.990 -1.084 0.388
4 C 0.901 0.699 0.003
5 C -2.455 -1.071 0.049
6 C 1.642 1.470 1.029
7 C 0.817 1.402 -1.318
8 O -1.321 1.349 0.998
9 O 1.809 -1.586 1.069
10 S 1.651 -0.986 -0.220
11 H 0.122 -2.763 -0.698
12 H -0.128 -1.167 -1.618
13 H -0.833 -1.600 1.266
14 H -3.030 -2.016 0.038
15 H -2.497 -0.608 -0.972
16 H -2.904 -0.525 0.882
17 H 1.156 2.444 1.373
18 H 2.576 1.526 0.625
19 H 1.771 0.973 2.045
20 H 0.728 2.489 -1.050
21 H -0.116 1.114 -1.761
22 H 1.779 1.153 -2.044

Values from the calculation:
DFT total energy   -822.51381 Ha
Relative energy (zero: lowest compared OMol25 entry of this formula, charge and spin)   0.694 eV
HOMO   -9.18 eV
2S+1   1


[7]
A cluster of 2 separate species, C7H12O3 in total, computed with ωB97M-V/def2-TZVPD.

Geometry (Å):
1 C 2.035 -0.638 -0.370
2 O 1.606 0.492 0.401
3 C 0.616 -0.386 -0.135
4 C -0.282 -1.196 0.808
5 C -1.660 -1.015 0.141
6 C -2.068 0.454 0.289
7 O -1.151 1.154 -0.571
8 C -0.333 0.164 -1.192
9 C -1.282 -1.029 -1.353
10 H 2.482 -0.389 -1.335
11 H 2.533 -1.424 0.205
12 H 0.017 -2.252 0.829
13 H -0.243 -0.806 1.834
14 H -2.429 -1.724 0.466
15 H -3.098 0.635 -0.053
16 H -1.961 0.827 1.318
17 H 0.139 0.585 -2.086
18 H -0.780 -1.954 -1.668
19 H -2.117 -0.810 -2.030
20 O 2.649 3.264 1.141
21 H 3.305 2.637 1.507
22 H 2.021 3.410 1.854

Values from the calculation:
SMILES   C1O[C@@H]2C[C@H]1C[C@@]21CO1.O
DFT total energy   -499.58398 Ha
Relative energy (zero: lowest compared OMol25 entry of this formula, charge and spin)   1.702 eV
HOMO   -9.38 eV
2S+1   1


[8]
A cluster of 2 separate species, C7H12O4 in total, computed with ωB97M-V/def2-TZVPD.

Geometry (Å):
1 C 0.894 2.564 1.492
2 C -0.110 -0.281 -0.367
3 C -1.279 -0.432 0.308
4 C 0.902 -1.357 -0.503
5 C -1.713 -1.565 1.168
6 C -2.286 0.749 0.119
7 C 1.956 -1.182 -1.641
8 O 1.609 1.651 1.720
9 O 0.101 0.883 -1.105
10 O 0.764 -2.448 0.021
11 O 2.621 0.109 -1.775
12 H -0.090 2.685 1.888
13 H -1.249 -2.407 0.844
14 H -2.703 -1.839 1.165
15 H -1.376 -1.362 2.133
16 H -3.416 0.339 -0.020
17 H -2.000 1.411 -0.669
18 H -2.196 1.304 1.012
19 H 1.304 -1.225 -2.637
20 H 2.655 -1.999 -1.556
21 H 0.997 1.099 -0.932
22 H 1.088 3.368 0.758
23 H 3.527 -0.067 -1.424

Values from the calculation:
SMILES   CC(C)=C(O)C(=O)CO.C=O
DFT total energy   -574.78020 Ha
Relative energy (zero: lowest compared OMol25 entry of this formula, charge and spin)   2.128 eV
HOMO   -8.84 eV
2S+1   1


[9]
A cluster of 2 separate species, C7H12OS2 in total, computed with ωB97M-V/def2-TZVPD.

Geometry (Å):
1 C 0.319 -0.232 -0.865
2 C 3.903 1.103 0.460
3 C -2.102 -0.612 -0.380
4 C -0.676 0.374 1.229
5 C -1.151 1.598 -1.085
6 C 4.166 -1.633 -0.033
7 C -0.877 0.335 -0.274
8 O 0.555 -1.140 -1.559
9 S 2.258 0.999 0.230
10 S 4.985 -0.158 0.560
11 H -2.455 -0.472 -1.455
12 H -3.023 -0.177 0.096
13 H -1.843 -1.565 -0.102
14 H -1.661 0.323 1.782
15 H -0.009 -0.332 1.564
16 H -0.147 1.284 1.633
17 H -1.903 2.251 -0.574
18 H -0.219 2.151 -1.252
19 H -1.504 1.310 -2.064
20 H 3.926 -2.374 0.825
21 H 4.866 -2.173 -0.765
22 H 3.224 -1.256 -0.495

Values from the calculation:
DFT total energy   -1145.36580 Ha
Relative energy (zero: lowest compared OMol25 entry of this formula, charge and spin)   4.143 eV
HOMO (alpha / beta)   -7.75 / -7.30 eV
2S+1   1


[10]
A structure of composition C7H13AlNO5PS2, computed with ωB97M-V/def2-TZVPD.

Geometry (Å):
1 C -2.553 -1.423 -1.989
2 O -1.468 -1.879 -1.210
3 C -0.245 -1.723 -1.879
4 C 0.293 -0.262 -1.825
5 C 1.626 -0.168 -1.075
6 C 1.794 1.162 -0.313
7 Al 0.522 1.417 1.239
8 N 1.099 2.878 2.435
9 C 0.170 3.365 2.999
10 S -1.098 3.874 3.847
11 C -1.385 1.837 0.661
12 O -2.284 1.063 1.075
13 O -1.614 2.823 -0.062
14 P 0.539 -0.547 2.629
15 O 2.149 -1.071 2.727
16 O -0.329 -1.780 1.949
17 S -0.153 -0.171 4.401
18 H -2.538 -0.331 -1.992
19 H -3.490 -1.786 -1.579
20 H -2.464 -1.828 -3.007
21 H -0.330 -1.994 -2.943
22 H 0.466 -2.403 -1.409
23 H 0.388 0.106 -2.847
24 H -0.478 0.352 -1.355
25 H 1.818 -1.048 -0.450
26 H 2.415 -0.195 -1.842
27 H 2.817 1.150 0.103
28 H 1.781 1.981 -1.036
29 H 2.343 -1.403 1.842
30 H 0.033 -1.957 1.073

Values from the calculation:
DFT total energy   -2085.78600 Ha
HOMO   0.28 eV
Charge   -2
2S+1   1


[11]
A structure of composition C7H13BrOSi, computed with ωB97M-V/def2-TZVPD.

Geometry (Å):
1 C -0.810 4.216 -0.059
2 C -1.119 3.147 0.698
3 C -1.279 1.861 0.064
4 C -1.199 0.763 0.785
5 C 0.458 -2.358 -1.822
6 C 0.393 -2.909 1.138
7 C 1.509 -0.137 -0.221
8 O -1.288 -0.795 -0.103
9 Si 0.171 -1.512 -0.176
10 Br -1.254 0.484 2.545
11 H -0.571 5.104 0.457
12 H -0.578 3.948 -1.205
13 H -1.237 3.181 1.754
14 H -1.379 1.881 -0.939
15 H 0.022 -3.304 -1.997
16 H 0.178 -1.697 -2.670
17 H 1.503 -2.524 -1.817
18 H -0.013 -3.783 0.790
19 H 1.311 -3.218 1.443
20 H -0.108 -2.825 2.046
21 H 1.906 0.113 0.822
22 H 2.275 -0.410 -0.907
23 H 1.111 0.774 -0.626

Values from the calculation:
DFT total energy   -3213.18804 Ha
Relative energy (zero: lowest compared OMol25 entry of this formula, charge and spin)   0.000 eV
HOMO   -9.11 eV
2S+1   1


[12]
The molecule C7H13ClSi, computed with ωB97M-V/def2-TZVPD.

Geometry (Å):
1 C 2.923 1.076 0.487
2 C 1.770 0.719 0.977
3 C -1.335 -1.772 -0.189
4 C -1.793 -0.945 1.029
5 C 0.109 -1.480 -0.534
6 C -1.384 0.497 0.872
7 C 0.268 1.626 -1.676
8 Si 0.308 0.347 -0.213
9 Cl -2.636 1.336 0.054
10 H 3.882 1.134 1.071
11 H 3.083 1.261 -0.500
12 H 1.584 0.840 2.042
13 H -1.364 -2.890 -0.154
14 H -2.107 -1.620 -1.049
15 H -2.862 -0.952 1.252
16 H -1.204 -1.309 1.894
17 H 0.775 -2.043 0.144
18 H 0.521 -2.120 -1.384
19 H -1.333 0.901 1.912
20 H -0.602 1.395 -2.288
21 H 0.167 2.605 -1.425
22 H 1.229 1.394 -2.322

Values from the calculation:
SMILES   C=C[Si@@]1(C)CCC[C@@H]1Cl
DFT total energy   -1024.15353 Ha
Relative energy (zero: lowest compared OMol25 entry of this formula, charge and spin)   1.100 eV
HOMO   -9.33 eV
2S+1   1


Q: Look up the 2S+1 of the eighth one.
A: 1